[1]
{"formula": "C17H17NO3S", "method": "wB97M-V/def2-TZVPD", "de_lowest_kcal_mol": 347.17, "largest_force_ev_per_a": 17.8, "total_energy_ev": -36359.2253, "homo_lumo_gap_ev": 7.8574, "species": ["C", "H", "O", "C", "C", "C", "C", "C", "C", "O", "C", "C", "H", "H", "C", "N", "C", "O", "S", "C", "C", "C", "C", "C", "C", "H", "H", "H", "H", "H", "H", "H", "H", "H", "H", "H", "H", "H", "H"], "positions_angstrom": [[3.059686, 2.592781, 1.092140], [2.388301, 3.339412, 1.129051], [2.595673, 1.699967, 0.155818], [3.244742, 0.484098, -0.201537], [4.524486, 0.153170, 0.097687], [5.183211, -0.859789, -0.089618], [4.581811, -1.846351, -0.804313], [3.343854, -1.535624, -1.511463], [2.548915, -0.431847, -1.101668], [1.385643, -0.486002, -1.557065], [0.246294, 0.529016, -0.967805], [-0.197256, -0.078644, 0.302165], [-0.450355, -1.377108, 0.204362], [0.814094, -0.106598, 1.077669], [-1.141201, 0.717297, 0.932226], [-2.432094, 0.769369, 0.426235], [-2.579035, 1.725568, -0.429607], [-1.967758, 2.816315, -0.503885], [-4.060340, 1.752729, -1.410621], [-4.403055, 0.126645, -0.475717], [-5.466888, -0.812176, -0.850158], [-5.511274, -1.902646, 0.101943], [-4.345474, -2.172594, 0.858698], [-3.352719, -1.350843, 1.143391], [-3.305816, -0.036943, 0.020501], [-2.395761, -1.613514, 1.631010], [-4.324642, -3.402356, 1.346932], [-6.162564, -2.542895, -0.201564], [-6.313299, -0.603374, -1.312934], [-0.705966, 1.713764, 1.187217], [-1.351703, 0.494247, 2.019790], [0.531657, 1.365615, -1.072108], [-0.492267, 0.237202, -1.668637], [2.871869, -2.407271, -2.057739], [5.202753, -2.648165, -1.284515], [6.296508, -0.677148, 0.241980], [4.989404, 1.069594, 0.719573], [3.282014, 2.210098, 2.254674], [3.868566, 3.094986, 0.557892]], "atomic_forces_ev_per_a": [[3.556, -1.886, 1.794], [-2.911, 2.323, 0.531], [-1.036, -2.988, -0.959], [-3.031, -0.054, -1.985], [-3.986, 13.170, 5.225], [8.194, -6.716, -0.432], [-0.590, -1.163, -4.588], [1.378, -2.122, 2.501], [5.540, -0.310, 2.377], [-6.579, 2.813, -0.605], [-1.641, -14.570, -0.926], [5.971, -5.783, 1.373], [0.500, 4.178, -0.055], [-2.777, 0.082, -2.105], [-1.035, 1.394, 7.339], [3.181, 4.755, -1.520], [-0.464, 10.314, -3.513], [0.531, -2.223, 0.307], [-0.417, -1.870, 1.124], [-8.853, 2.949, -9.081], [4.522, -1.841, 7.610], [4.622, 6.016, -3.080], [-1.275, -5.652, 2.653], [1.795, 2.487, -3.857], [2.526, -13.638, 11.225], [-0.922, 0.114, -0.135], [-0.074, 3.953, -1.180], [-4.162, -4.535, -0.676], [-3.286, 1.255, -2.699], [-0.859, -0.190, -1.295], [0.703, -0.861, -0.712], [3.954, 11.426, -0.674], [-0.773, 0.378, -1.135], [0.463, 1.512, 0.375], [-0.809, 0.364, 1.013], [-2.063, -1.709, -0.752], [-0.665, -2.082, -1.314], [-0.296, 0.685, -3.246], [1.066, 0.024, 1.079]], "mulliken_charge": [-1.079, 0.373, -0.301, 0.753, -0.033, -0.301, -0.567, -0.710, 0.514, -0.490, -1.698, 0.994, 0.112, 0.150, -1.911, 0.531, 0.446, -0.652, -0.208, 1.192, -0.828, -0.730, -0.117, -0.572, -0.269, 0.333, 0.141, 0.519, 0.502, 0.541, 0.363, 0.896, 0.554, 0.303, 0.283, 0.201, 0.065, 0.255, 0.448]}

[2]
{"formula": "C17H17NO5", "method": "wB97M-V/def2-TZVPD", "de_lowest_kcal_mol": 301.73, "largest_force_ev_per_a": 13.9, "total_energy_ev": -29620.6471, "homo_lumo_gap_ev": 9.5290, "species": ["O", "C", "N", "C", "C", "H", "H", "C", "C", "C", "H", "H", "H", "H", "O", "C", "H", "C", "H", "O", "H", "H", "H", "H", "C", "C", "C", "C", "C", "C", "C", "C", "O", "C", "O", "H", "H", "H", "H", "H"], "positions_angstrom": [[-0.358475, -1.866715, -2.220508], [-0.121045, -1.711410, -1.112839], [-1.099605, -1.829011, -0.239467], [-1.139724, -1.597064, 1.156573], [-1.687296, -0.310248, 1.232321], [-0.948145, 0.495724, 1.348484], [-2.256667, -0.149294, 2.536181], [-2.797673, 0.221924, 0.187079], [-3.604424, -1.038141, -0.166911], [-2.571261, -2.145575, -0.711369], [-2.625257, -1.777483, -1.767524], [-3.058568, -3.016968, -0.574620], [-4.314814, -0.971469, -0.886862], [-3.999183, -1.353558, 0.873540], [-2.183807, 0.741832, -0.968378], [-2.208992, 2.125085, -0.555556], [-2.390938, 2.448419, -1.579398], [-3.182973, 2.391482, 0.533224], [-2.546147, 2.997858, 1.260025], [-3.708670, 1.228166, 0.895410], [-4.017219, 3.081835, 0.046419], [-1.246831, 2.589204, -0.256646], [-0.184887, -1.553432, 1.615354], [-1.887863, -2.225017, 1.899950], [1.043928, -1.058798, -0.810156], [1.594659, 0.007992, -0.942337], [2.822298, 0.235941, -0.526963], [3.387669, 1.832671, -0.880160], [4.537654, 1.974184, -0.320201], [5.407684, 1.070749, 0.386404], [4.877053, -0.017647, 0.596515], [3.551819, -0.503048, 0.102712], [3.144699, -1.657988, 0.596049], [1.847689, -2.270733, 0.202819], [1.502085, -3.304265, 0.605996], [5.478763, -0.636820, 1.259379], [6.393998, 1.388878, 0.464701], [5.027955, 2.995159, -0.418285], [2.738647, 2.401955, -1.415897], [0.783868, 0.765641, -1.445062]], "atomic_forces_ev_per_a": [[-1.150, -2.147, -8.987], [-2.511, 1.893, 2.997], [-5.100, -3.778, 1.717], [-1.108, -2.592, 1.870], [-4.089, 7.335, 5.130], [0.106, -0.167, -0.525], [1.403, -0.408, -3.907], [-0.571, -3.887, 1.672], [3.456, -1.069, 4.799], [1.901, 6.698, -1.872], [0.695, -1.342, 0.584], [-0.334, -3.553, 0.602], [-2.391, 0.633, -1.835], [0.077, 0.311, -1.790], [-1.117, 0.522, 3.396], [2.424, 1.285, -3.732], [-0.505, 1.655, 0.389], [-0.586, 5.029, -1.718], [-1.467, -0.828, 0.058], [1.137, -3.989, -0.835], [1.429, -0.982, 1.432], [0.102, -0.980, -0.279], [0.961, -0.549, 0.418], [2.133, 0.206, -2.575], [0.965, -11.515, 6.403], [-4.276, 7.920, -4.129], [0.327, 12.722, -5.602], [-1.480, -7.702, 2.332], [3.914, 5.237, -0.415], [-0.463, 6.661, -3.410], [-2.273, -9.047, 2.737], [6.880, -3.304, 5.947], [-1.565, -3.777, 0.621], [1.702, 5.376, -2.097], [-0.126, -0.857, 0.345], [-0.500, -1.053, -0.345], [1.475, 0.220, 1.054], [-0.688, -0.957, -0.081], [-1.391, 1.805, -1.295], [2.603, -1.024, 0.922]], "mulliken_charge": [-0.564, -0.345, 0.111, -0.607, -0.960, 0.361, 0.204, 1.397, -1.010, -0.993, 0.390, 0.472, 0.549, 0.239, -0.383, -0.667, 0.440, -0.312, 0.263, -0.462, 0.261, 0.182, 0.269, 0.331, -0.183, 0.941, 0.629, -1.193, -0.238, -0.578, -0.582, 1.187, -0.509, 0.228, -0.465, 0.335, 0.504, 0.220, 0.560, -0.020]}

[3]
{"formula": "C17H18BN7O3ReS", "method": "wB97M-V/def2-TZVPD", "s2": 3.77, "de_lowest_kcal_mol": 0.00, "largest_force_ev_per_a": 5.6, "multiplicity": 4, "charge": 2, "total_energy_ev": -48118.7680, "homo_lumo_gap_ev": [7.3622, 6.6354], "species": ["H", "N", "B", "N", "C", "Re", "H", "C", "H", "C", "H", "C", "H", "H", "H", "N", "N", "N", "N", "C", "C", "H", "H", "C", "C", "C", "C", "H", "H", "H", "H", "H", "O", "C", "N", "S", "O", "O", "C", "C", "C", "C", "C", "C", "H", "H", "H", "H"], "positions_angstrom": [[0.398291, 3.311918, 0.018711], [0.148383, 1.718533, -1.355472], [-0.214414, 0.330257, -3.495165], [0.147722, 1.652430, -2.774511], [0.467923, 2.858860, -3.250555], [0.011869, 0.119116, -0.238328], [0.539260, 2.993283, -4.325766], [0.654067, 3.745256, -2.187865], [0.925576, 4.782663, -2.243850], [0.421491, 3.023540, -1.013575], [-0.141723, 0.445181, -4.684060], [-1.434874, -1.583014, 0.871624], [-1.446946, -1.746878, 1.958265], [-0.577472, -2.250295, 0.525006], [-2.295148, -1.924927, 0.289773], [-1.678636, -0.033450, -3.107093], [0.717951, -0.779183, -2.955391], [-1.963471, -0.154680, -1.752688], [0.850525, -1.010739, -1.556192], [-2.805461, -0.252128, -3.827002], [1.550778, -1.601872, -3.598657], [-2.781190, -0.178063, -4.891009], [1.602361, -1.554093, -4.679148], [-3.830912, -0.554745, -2.938391], [2.231347, -2.401874, -2.671910], [-3.258647, -0.500988, -1.642521], [1.780971, -2.024252, -1.405698], [-4.847413, -0.789847, -3.159072], [2.962312, -3.155487, -2.877598], [-3.712651, -0.699737, -0.687168], [2.045780, -2.357060, -0.419120], [-1.590767, -0.458553, 0.841611], [2.000983, -1.989140, 1.669869], [1.534333, -0.939443, 2.136569], [1.082250, 0.135293, 1.253020], [0.907448, 1.700288, 2.240264], [2.070438, 2.472678, 2.052073], [-0.418721, 2.194228, 1.975831], [0.915985, 0.721458, 3.724338], [0.514811, 1.179248, 4.978620], [0.481587, 0.269900, 6.050964], [0.836877, -1.074042, 5.844076], [1.225126, -1.526515, 4.584042], [1.261169, -0.605928, 3.520507], [0.241271, 2.223593, 5.101259], [0.184698, 0.610581, 7.043815], [0.797253, -1.777830, 6.681473], [1.487631, -2.563534, 4.376073]], "atomic_forces_ev_per_a": [[0.159, 0.242, 0.091], [0.702, 1.836, -1.800], [-1.110, -0.061, -0.245], [0.447, 0.262, 1.539], [-0.186, -0.634, 0.510], [-4.505, -0.680, -3.306], [-0.033, 0.111, 0.274], [-0.206, -0.213, 0.949], [-0.064, 0.104, -0.062], [0.174, -0.518, -1.871], [0.251, -0.018, 0.190], [0.029, -0.831, 0.644], [-0.465, -0.268, -0.335], [-0.346, 1.527, -0.021], [0.091, -0.207, 0.594], [-0.274, 0.145, 1.237], [0.609, -0.371, 1.326], [1.208, -0.158, -0.251], [1.084, -1.100, -2.500], [0.320, -0.071, 1.474], [-0.418, 0.343, 0.816], [-0.082, -0.016, -0.403], [0.038, -0.104, 0.142], [0.694, 0.075, 0.716], [-0.446, 0.324, 0.951], [0.526, 0.347, -1.627], [-0.319, 0.643, -1.601], [-0.321, -0.059, -0.177], [0.137, -0.180, -0.084], [-0.118, 0.145, -0.002], [0.117, -0.089, 0.143], [0.334, -0.748, 0.003], [-1.370, 2.553, 1.131], [0.901, -2.180, -2.145], [2.021, 1.125, 3.447], [0.036, -2.580, 0.996], [0.147, 0.487, -0.266], [0.230, -0.165, -0.736], [-0.427, 0.353, 0.898], [0.143, 0.031, -0.098], [0.232, -0.065, -0.581], [-0.062, 0.082, 0.107], [0.124, 0.424, -0.487], [-0.025, -0.125, 0.736], [-0.003, -0.176, 0.172], [0.061, -0.087, -0.340], [0.024, 0.298, -0.346], [-0.060, 0.246, 0.201]], "mulliken_spin": [0.000, 0.055, -0.055, -0.008, 0.057, 2.467, 0.002, 0.013, 0.001, -0.006, 0.001, 0.078, 0.010, -0.010, 0.000, -0.010, 0.005, -0.019, 0.038, 0.010, 0.083, 0.000, 0.002, -0.004, 0.028, -0.008, -0.009, 0.000, 0.002, 0.001, -0.001, 0.011, 0.059, -0.005, 0.130, 0.027, 0.013, 0.025, 0.014, -0.002, 0.009, 0.000, 0.001, -0.005, 0.000, 0.000, 0.000, 0.000]}

> Number 3 is which compound?

C17H18BN7O3ReS